Entry 1:
Computed, not measured: a structure of composition C39H56BrF21I2N3O18P2S at a distorted geometry, with the ωB97M-V functional and the def2-TZVPD basis.

## Properties
HOMO level = -11.11 eV
LUMO energy = -3.312 eV
multiplicity = 1
charge = +1
orbital gap = 7.8 eV

Last column: Mulliken charge in e.
Geometry (Å):
1 C -0.06 -2.36 -1.06  -1.028
2 C 1.23 -2.17 -1.96  0.233
3 I 2.04 -4.01 -2.83  0.216
4 C 1.86 -0.93 -2.20  -1.240
5 I 3.65 -0.95 -3.41  0.133
6 C 1.20 0.34 -1.53  0.762
7 N -0.20 0.72 -1.85  0.016
8 C -0.44 1.96 -1.11  -0.079
9 N -1.63 2.48 -0.86  0.597
10 C -1.74 3.80 -0.13  -0.984
11 C -2.91 1.86 -1.28  -0.547
12 C -3.62 2.64 -2.47  0.547
13 C -2.82 2.51 -3.85  -0.712
14 C -5.12 2.17 -2.75  -1.185
15 N 0.87 2.52 -0.74  0.249
16 P 1.28 2.47 1.00  -0.069
17 O 1.28 4.05 1.67  -0.284
18 O 0.05 1.57 1.81  -0.501
19 C 1.91 1.75 -1.56  0.163
20 Br 3.61 1.52 -0.55  0.100
21 P 1.95 2.78 -3.15  0.805
22 O 3.45 3.59 -3.31  -0.526
23 O 0.79 4.04 -3.12  -0.495
24 S 1.64 1.79 -4.78  -0.315
25 H 0.14 -1.91 -0.03  0.294
26 H -0.27 -3.47 -0.89  0.450
27 H -1.01 -1.95 -1.54  0.134
28 H 1.10 -0.01 -0.43  0.281
29 H -0.94 0.07 -1.56  0.139
30 H -1.00 3.90 0.70  0.274
31 H -1.55 4.59 -0.93  0.346
32 H -2.81 3.93 0.23  0.395
33 H -3.61 1.92 -0.38  0.334
34 H -2.84 0.76 -1.53  -0.294
35 H -3.68 3.74 -2.16  0.216
36 H -3.49 2.90 -4.67  0.501
37 H -1.92 3.21 -3.78  -0.144
38 H -2.53 1.44 -4.09  0.226
39 H -5.18 1.07 -3.02  0.109
40 H -5.80 2.46 -1.89  0.341
41 H -5.49 2.75 -3.66  0.419
42 H 0.81 4.05 2.52  0.281
43 H -0.40 2.15 2.46  0.360
44 H 4.15 3.10 -2.84  0.320
45 H 0.11 3.73 -3.76  0.274
46 C -7.69 -4.96 -3.05  -1.109
47 C -8.07 -3.75 -2.23  -0.189
48 O -6.90 -3.07 -1.75  -0.316
49 C -6.31 -2.23 -2.62  0.037
50 O -6.70 -2.03 -3.74  -0.496
51 C -5.12 -1.54 -1.97  1.255
52 F -4.35 -2.39 -1.27  -0.271
53 F -5.51 -0.58 -1.10  -0.270
54 F -4.31 -0.94 -2.86  -0.251
55 H -7.03 -5.62 -2.48  0.301
56 H -8.58 -5.53 -3.35  0.378
57 H -7.15 -4.67 -3.95  0.317
58 H -8.63 -4.07 -1.35  0.320
59 H -8.72 -3.07 -2.79  0.318
60 C 2.14 -7.32 -4.26  -0.716
61 C 0.74 -7.67 -3.79  -0.236
62 O 0.32 -8.92 -4.36  -0.281
63 C 0.75 -10.03 -3.75  0.337
64 O 1.46 -10.04 -2.78  -0.511
65 C 0.18 -11.27 -4.43  0.901
66 F 0.26 -11.20 -5.78  -0.249
67 F -1.12 -11.46 -4.13  -0.241
68 F 0.82 -12.39 -4.08  -0.254
69 H 2.18 -7.30 -5.35  0.305
70 H 2.43 -6.33 -3.88  -0.147
71 H 2.87 -8.05 -3.92  0.314
72 H 0.04 -6.91 -4.12  0.349
73 H 0.69 -7.71 -2.70  0.325
74 C 4.89 3.41 3.11  -1.092
75 C 5.47 2.07 2.71  -0.204
76 O 6.11 1.44 3.83  -0.335
77 C 5.30 0.78 4.68  0.320
78 O 4.11 0.71 4.55  -0.532
79 C 6.11 0.12 5.78  0.901
80 F 7.05 0.93 6.29  -0.224
81 F 6.75 -0.98 5.34  -0.258
82 F 5.35 -0.27 6.81  -0.246
83 H 5.66 4.04 3.56  0.397
84 H 4.47 3.93 2.25  0.337
85 H 4.10 3.30 3.86  0.290
86 H 6.23 2.21 1.95  0.366
87 H 4.70 1.42 2.28  0.250
88 C 9.81 0.75 7.80  -1.031
89 C 10.26 1.74 6.75  -0.114
90 O 11.25 2.63 7.29  -0.337
91 C 12.51 2.16 7.31  0.349
92 O 12.83 1.08 6.91  -0.498
93 C 13.46 3.22 7.85  0.869
94 F 12.98 3.83 8.95  -0.243
95 F 13.70 4.19 6.95  -0.250
96 F 14.66 2.71 8.19  -0.238
97 H 9.46 1.26 8.70  0.293
98 H 9.00 0.13 7.41  0.253
99 H 10.63 0.09 8.10  0.367
100 H 9.41 2.37 6.45  0.252
101 H 10.63 1.25 5.85  0.323
102 C 0.35 10.44 1.53  -1.134
103 C 0.99 9.09 1.23  -0.149
104 O 1.54 8.52 2.43  -0.324
105 C 0.68 7.88 3.23  0.393
106 O -0.50 7.76 3.01  -0.513
107 C 1.41 7.28 4.43  0.840
108 F 2.29 8.14 4.97  -0.243
109 F 2.11 6.18 4.08  -0.233
110 F 0.58 6.91 5.41  -0.243
111 H 1.07 11.10 2.01  0.311
112 H 0.00 10.91 0.61  0.381
113 H -0.50 10.33 2.21  0.298
114 H 1.81 9.22 0.53  0.357
115 H 0.27 8.41 0.77  0.242
116 C -4.55 8.45 5.05  -1.209
117 C -4.09 7.65 3.85  0.089
118 O -4.54 6.28 3.95  -0.323
119 C -5.80 6.05 3.55  0.337
120 O -6.55 6.89 3.14  -0.498
121 C -6.12 4.56 3.66  0.875
122 F -5.69 4.02 4.82  -0.247
123 F -5.54 3.85 2.67  -0.239
124 F -7.43 4.31 3.59  -0.240
125 H -4.23 7.97 5.98  0.320
126 H -4.14 9.46 5.01  0.374
127 H -5.64 8.51 5.08  0.347
128 H -3.00 7.62 3.82  0.111
129 H -4.42 8.10 2.91  0.328
130 C -3.29 -13.02 -7.47  -1.006
131 C -4.67 -12.53 -7.87  -0.215
132 O -5.49 -12.33 -6.71  -0.328
133 C -5.32 -11.17 -6.06  0.428
134 O -4.54 -10.32 -6.39  -0.515
135 C -6.28 -11.07 -4.88  0.833
136 F -6.34 -12.20 -4.17  -0.245
137 F -7.54 -10.81 -5.29  -0.250
138 F -5.95 -10.09 -4.03  -0.247
139 H -3.36 -13.92 -6.86  0.307
140 H -2.69 -13.25 -8.36  0.378
141 H -2.76 -12.27 -6.88  0.222
142 H -5.16 -13.29 -8.48  0.318
143 H -4.61 -11.62 -8.47  0.316


Entry 2:
Computed, not measured: a cluster of 4 separate species, C39H56FN8O2P in total at a distorted geometry, with the ωB97M-V functional and the def2-TZVPD basis.

## Properties
HOMO level = -6.33 eV
LUMO energy = -0.871 eV
multiplicity = 1
orbital gap = 5.5 eV
relative energy (zero: lowest compared OMol25 entry of this formula, charge and spin) = 0.0 kJ/mol

Last column: Mulliken charge in e.
Geometry (Å):
1 C -0.78 4.60 -0.70  -0.527
2 C -1.69 3.69 -0.35  -0.031
3 C -2.77 2.82 0.50  -0.723
4 C -2.39 1.26 0.56  0.202
5 C -1.21 0.76 1.49  0.555
6 P -0.13 1.75 2.67  1.392
7 C -0.62 3.57 2.87  -1.346
8 C -0.53 1.00 4.41  -0.620
9 C 0.82 0.70 5.27  -0.888
10 C -0.89 -0.82 1.41  -0.440
11 C 0.32 -1.52 2.24  -0.493
12 C 1.46 -2.05 1.18  -0.472
13 C 2.51 -0.82 1.01  0.048
14 F 3.52 -1.17 0.00  -0.360
15 C -1.76 -1.81 0.49  -0.160
16 N -1.41 -3.22 0.53  -0.121
17 C -2.25 -4.06 -0.28  -0.105
18 C -1.94 -5.66 -0.25  -0.011
19 C -1.64 -6.00 1.33  0.482
20 C -2.61 -5.48 2.52  -0.921
21 N -0.56 -6.69 1.71  -0.785
22 C -3.45 -3.46 -1.11  -0.089
23 O -4.23 -4.41 -1.90  -0.426
24 C -5.21 -5.09 -1.02  -0.116
25 C -6.54 -4.18 -0.85  -0.906
26 N -3.85 -2.08 -1.24  -0.587
27 C -2.95 -1.30 -0.39  0.516
28 C -3.24 0.29 -0.35  0.209
29 O -4.35 0.80 -1.17  -0.510
30 C -3.91 1.11 -2.49  0.522
31 N -3.63 1.27 -3.67  -0.527
32 H -0.01 5.46 -0.70  0.319
33 H -3.77 2.98 -0.08  0.343
34 H -2.98 3.28 1.55  0.290
35 H 0.04 3.99 3.74  0.454
36 H -0.29 4.20 1.95  0.195
37 H -1.71 3.77 3.19  0.324
38 H -1.04 -0.02 4.22  0.273
39 H -1.30 1.66 4.95  0.502
40 H 0.87 -0.43 5.48  0.265
41 H 0.78 1.27 6.27  0.272
42 H 1.76 0.95 4.63  0.195
43 H 0.87 -0.82 2.96  -0.126
44 H -0.10 -2.47 2.78  0.291
45 H 2.02 -2.95 1.65  0.288
46 H 1.01 -2.31 0.15  0.247
47 H 1.92 0.15 0.71  0.026
48 H 2.97 -0.64 2.06  0.205
49 H -2.80 -6.30 -0.66  0.204
50 H -0.95 -5.84 -0.84  0.468
51 H -3.37 -6.27 2.87  0.315
52 H -3.21 -4.53 2.24  0.192
53 H -1.92 -5.21 3.41  0.262
54 H -0.01 -6.94 0.86  0.307
55 H -4.70 -5.28 0.01  0.087
56 H -5.47 -6.14 -1.44  0.303
57 H -7.31 -4.75 -0.22  0.343
58 H -6.20 -3.18 -0.36  0.201
59 H -6.98 -3.97 -1.90  0.257
60 C 4.17 4.14 0.00  -1.328
61 C 3.97 5.08 1.18  -0.037
62 C 3.73 4.34 2.50  -0.861
63 C 2.46 3.60 2.49  0.513
64 N 1.47 3.01 2.49  -0.507
65 H 3.28 3.55 -0.20  0.367
66 H 4.40 4.71 -0.90  0.361
67 H 5.01 3.45 0.18  0.337
68 H 3.14 5.76 0.97  0.312
69 H 4.87 5.69 1.29  0.132
70 H 3.70 5.08 3.31  0.310
71 H 4.56 3.66 2.71  0.355
72 C 7.23 8.00 -1.22  -0.961
73 C 6.38 9.26 -1.11  -0.406
74 C 6.17 9.72 0.33  -0.467
75 C 5.39 8.76 1.12  0.334
76 N 4.78 8.01 1.75  -0.448
77 H 6.75 7.14 -0.73  0.170
78 H 7.39 7.74 -2.27  0.320
79 H 8.21 8.15 -0.75  0.316
80 H 5.41 9.08 -1.59  0.292
81 H 6.87 10.06 -1.67  0.301
82 H 5.64 10.68 0.32  0.279
83 H 7.14 9.90 0.81  0.281
84 C -3.13 4.07 -7.55  -1.138
85 C -1.84 3.35 -7.19  -0.425
86 C -1.13 3.95 -5.99  -0.290
87 C -0.64 5.31 -6.25  0.214
88 N -0.26 6.38 -6.45  -0.448
89 H -2.94 5.11 -7.85  0.344
90 H -3.63 3.57 -8.39  0.323
91 H -3.83 4.08 -6.70  0.297
92 H -1.18 3.34 -8.06  0.302
93 H -2.08 2.30 -6.97  0.320
94 H -0.27 3.32 -5.73  0.261
95 H -1.79 3.96 -5.12  0.231
96 C 0.58 -11.01 1.82  -1.049
97 C -0.62 -11.41 0.97  -0.406
98 C -0.45 -11.05 -0.51  -0.481
99 C -0.39 -9.60 -0.73  0.289
100 N -0.34 -8.47 -0.91  -0.418
101 H 0.72 -9.93 1.83  0.273
102 H 0.42 -11.33 2.86  0.315
103 H 1.49 -11.48 1.46  0.308
104 H -1.52 -10.93 1.37  0.289
105 H -0.77 -12.49 1.05  0.307
106 H -1.30 -11.46 -1.07  0.265
107 H 0.45 -11.53 -0.91  0.287


Entry 3:
Computed, not measured: a structure of composition C39H57N5O2PbSe, with the ωB97M-V functional and the def2-TZVPD basis.

## Properties
HOMO level (alpha / beta) = -13.49 / -13.57 eV
LUMO energy (alpha / beta) = -7.274 / -7.197 eV
multiplicity = 1
charge = +2
orbital gap (alpha / beta) = 6.2 / 6.4 eV
relative energy (zero: lowest compared OMol25 entry of this formula, charge and spin) = 0.0 kJ/mol

Last column: Mulliken charge in e.
Geometry (Å):
1 Pb -0.06 -0.63 0.76  1.703
2 C -3.00 1.21 1.10  -1.120
3 N -1.60 1.54 1.39  0.566
4 C -1.45 1.88 2.81  -1.144
5 C -1.11 2.63 0.54  -1.485
6 C -0.83 2.17 -0.87  -0.815
7 N 0.28 1.19 -0.98  1.284
8 C 0.35 0.63 -2.35  -1.064
9 C -0.94 0.09 -2.93  0.060
10 C -1.33 0.49 -4.17  -0.437
11 C -2.48 -0.06 -4.81  -0.953
12 C -3.20 -1.07 -4.14  -0.286
13 C -2.86 -1.53 -2.89  -0.384
14 C -1.72 -0.90 -2.23  0.798
15 O -1.44 -1.21 -1.04  -1.035
16 C -3.63 -2.64 -2.18  2.236
17 C -2.66 -3.78 -1.82  -1.492
18 C -4.74 -3.22 -3.06  -2.343
19 C -4.28 -2.09 -0.90  -1.541
20 C -2.88 0.47 -6.17  1.913
21 C -3.18 1.97 -6.03  -1.540
22 C -4.12 -0.24 -6.72  -2.120
23 C -1.71 0.26 -7.15  -1.577
24 C 1.57 1.91 -0.74  -1.818
25 C 2.83 1.14 -1.01  -0.064
26 C 3.71 1.59 -1.95  -0.175
27 C 4.98 0.99 -2.11  -0.824
28 C 5.34 -0.07 -1.24  -0.255
29 C 4.52 -0.57 -0.27  -0.592
30 C 3.19 0.00 -0.18  1.628
31 O 2.33 -0.45 0.62  -0.963
32 C 4.97 -1.66 0.71  2.050
33 C 6.42 -2.10 0.47  -2.211
34 C 4.88 -1.10 2.14  -1.681
35 C 4.08 -2.90 0.59  -1.395
36 C 5.97 1.45 -3.17  1.935
37 C 7.29 1.84 -2.49  -1.578
38 C 6.22 0.28 -4.14  -1.492
39 C 5.46 2.65 -3.97  -2.097
40 H -3.65 2.08 1.23  0.336
41 H -3.34 0.43 1.77  0.346
42 H -3.11 0.84 0.08  0.276
43 H -1.99 2.80 3.07  0.356
44 H -0.39 2.03 3.05  0.386
45 H -1.83 1.07 3.43  0.311
46 H -0.22 3.05 1.00  0.498
47 H -1.85 3.45 0.50  0.445
48 H -0.61 3.05 -1.50  0.388
49 H -1.72 1.71 -1.29  0.427
50 H 1.08 -0.18 -2.33  0.090
51 H 0.72 1.40 -3.04  0.671
52 H -0.76 1.25 -4.68  0.706
53 H -4.05 -1.50 -4.64  0.900
54 H -2.15 -4.16 -2.72  0.334
55 H -3.22 -4.61 -1.40  0.573
56 H -1.90 -3.47 -1.10  0.079
57 H -4.35 -3.65 -3.99  0.460
58 H -5.50 -2.48 -3.31  0.461
59 H -5.23 -4.02 -2.51  0.430
60 H -3.54 -1.71 -0.19  0.083
61 H -4.84 -2.89 -0.42  0.519
62 H -4.98 -1.29 -1.14  0.357
63 H -3.99 2.15 -5.32  0.364
64 H -3.48 2.37 -7.00  0.453
65 H -2.30 2.53 -5.70  0.347
66 H -5.00 -0.08 -6.09  0.415
67 H -3.96 -1.31 -6.86  0.431
68 H -4.35 0.18 -7.70  0.442
69 H -0.82 0.82 -6.86  0.332
70 H -2.01 0.63 -8.14  0.466
71 H -1.45 -0.79 -7.25  0.367
72 H 1.59 2.25 0.30  0.463
73 H 1.58 2.80 -1.37  0.495
74 H 3.44 2.44 -2.56  0.639
75 H 6.33 -0.49 -1.36  0.673
76 H 7.13 -1.27 0.57  0.454
77 H 6.55 -2.56 -0.52  0.423
78 H 6.69 -2.84 1.21  0.447
79 H 5.55 -0.24 2.26  0.414
80 H 5.19 -1.87 2.84  0.444
81 H 3.87 -0.79 2.40  0.218
82 H 4.07 -3.28 -0.44  0.251
83 H 3.06 -2.69 0.90  -0.001
84 H 4.48 -3.69 1.23  0.614
85 H 7.77 0.99 -2.00  0.323
86 H 7.14 2.63 -1.75  0.378
87 H 7.99 2.21 -3.25  0.478
88 H 6.60 -0.60 -3.62  0.326
89 H 6.96 0.58 -4.88  0.452
90 H 5.30 0.00 -4.67  0.348
91 H 5.28 3.52 -3.33  0.413
92 H 4.54 2.42 -4.51  0.398
93 H 6.21 2.93 -4.71  0.439
94 Se 2.03 -3.27 -3.25  0.251
95 N 1.96 -4.90 -2.60  -0.831
96 C 1.41 -4.79 -1.41  0.490
97 C 1.16 -5.88 -0.51  -0.622
98 C 0.61 -5.58 0.69  -0.813
99 C 0.30 -4.22 1.02  -0.693
100 N 0.50 -3.20 0.24  0.360
101 C 1.06 -3.46 -0.99  0.319
102 N 1.30 -2.49 -1.85  0.177
103 H 1.42 -6.89 -0.80  0.544
104 H 0.40 -6.35 1.42  0.491
105 H -0.15 -4.01 1.99  0.496


Entry 4:
Computed, not measured: a structure of composition C39H58N7O6PTl, with the ωB97M-V functional and the def2-TZVPD basis.

## Properties
HOMO level (alpha / beta) = -10.29 / -9.30 eV
LUMO energy (alpha / beta) = -3.120 / -3.036 eV
multiplicity = 1
charge = +1
orbital gap (alpha / beta) = 7.2 / 6.3 eV
relative energy (zero: lowest compared OMol25 entry of this formula, charge and spin) = 220.6 kJ/mol

Last column: Mulliken charge in e.
Geometry (Å):
1 Tl 0.33 -1.30 0.85  1.213
2 C 1.65 -4.25 2.76  -0.992
3 C 0.19 -4.22 3.16  -0.093
4 O -0.23 -2.88 3.15  -0.001
5 C -1.61 -2.65 3.38  -0.540
6 C -2.51 -3.36 2.38  -0.914
7 O -2.03 -3.10 1.07  -0.047
8 C -2.25 -4.13 0.13  -0.617
9 C -1.32 -3.92 -1.05  -0.609
10 O 0.03 -3.79 -0.67  -0.109
11 C 0.67 -4.96 -0.22  -0.340
12 C 2.00 -4.56 0.38  -0.961
13 O 1.88 -3.67 1.48  -0.097
14 H 2.02 -5.28 2.80  0.433
15 H 2.22 -3.65 3.48  0.298
16 H 0.08 -4.66 4.16  0.398
17 H -0.41 -4.82 2.47  -0.014
18 H -1.73 -1.57 3.30  0.001
19 H -1.90 -2.96 4.39  0.489
20 H -3.54 -3.01 2.50  0.429
21 H -2.51 -4.44 2.56  0.474
22 H -3.29 -4.13 -0.23  0.392
23 H -2.08 -5.11 0.60  0.396
24 H -1.57 -2.98 -1.55  0.003
25 H -1.46 -4.74 -1.77  0.452
26 H 0.85 -5.65 -1.06  0.427
27 H 0.06 -5.49 0.52  0.239
28 H 2.57 -4.02 -0.37  0.268
29 H 2.56 -5.45 0.67  0.437
30 C -4.26 -1.12 -10.92  -0.847
31 O -3.01 -1.37 -10.29  -0.414
32 C -2.57 -0.48 -9.38  0.809
33 C -1.31 -0.76 -8.83  -0.843
34 C -0.76 0.07 -7.89  -0.327
35 C -1.46 1.23 -7.47  0.444
36 C -2.72 1.50 -8.04  -0.559
37 C -3.27 0.66 -8.98  -0.265
38 N -1.01 2.09 -6.53  -0.717
39 N 0.21 1.90 -6.06  -0.416
40 C 0.46 1.45 -4.88  0.063
41 C 1.88 1.37 -4.56  -0.449
42 C 2.35 0.76 -3.47  -1.006
43 C 1.45 0.15 -2.50  0.364
44 O 1.86 -0.47 -1.54  -0.447
45 C -0.03 0.34 -2.73  -0.009
46 N -0.82 -0.12 -1.76  0.561
47 C -2.13 0.09 -1.86  -0.367
48 C -2.70 0.77 -2.92  -1.159
49 C -1.89 1.22 -3.94  -0.595
50 C -0.51 1.00 -3.87  0.976
51 H -4.42 -1.94 -11.62  0.237
52 H -4.25 -0.17 -11.46  0.355
53 H -5.08 -1.11 -10.19  0.347
54 H -0.78 -1.64 -9.18  0.423
55 H 0.22 -0.14 -7.49  0.434
56 H -3.24 2.39 -7.72  0.438
57 H -4.24 0.89 -9.40  0.408
58 H 2.55 1.81 -5.30  0.509
59 H 3.41 0.67 -3.27  0.499
60 H -2.74 -0.29 -1.04  0.512
61 H -3.77 0.94 -2.95  0.451
62 H -2.30 1.75 -4.78  0.710
63 N 0.15 0.43 2.82  -0.356
64 P 0.88 1.80 3.15  -0.547
65 N 0.30 3.05 2.23  0.299
66 C 1.11 3.73 1.21  -1.025
67 C 0.87 3.13 -0.17  0.201
68 C -0.61 3.20 -0.53  -0.787
69 C -1.45 2.53 0.55  0.456
70 C -1.13 3.11 1.93  -1.184
71 N 0.65 2.17 4.75  0.236
72 C -0.50 2.95 5.21  -0.924
73 C -1.68 2.06 5.59  -0.267
74 C -1.26 1.03 6.63  -1.082
75 C -0.05 0.24 6.15  0.142
76 C 1.08 1.18 5.74  -0.791
77 N 2.53 1.81 3.00  1.003
78 C 3.38 2.85 3.58  -0.983
79 C 4.47 2.24 4.45  -0.561
80 C 5.27 1.20 3.65  -0.851
81 C 4.35 0.16 3.03  -0.647
82 C 3.26 0.83 2.20  -0.105
83 H 2.16 3.68 1.49  0.197
84 H 0.82 4.79 1.21  0.442
85 H 1.21 2.09 -0.17  -0.284
86 H 1.48 3.67 -0.91  0.598
87 H -0.80 2.74 -1.50  -0.084
88 H -0.90 4.25 -0.62  0.494
89 H -1.23 1.46 0.58  -0.467
90 H -2.51 2.65 0.35  0.685
91 H -1.68 2.56 2.69  0.177
92 H -1.45 4.16 1.98  0.407
93 H -0.76 3.68 4.45  0.456
94 H -0.17 3.52 6.09  0.471
95 H -2.04 1.55 4.69  0.104
96 H -2.50 2.68 5.96  0.440
97 H -2.09 0.36 6.86  0.453
98 H -1.01 1.55 7.56  0.355
99 H -0.31 -0.37 5.28  -0.285
100 H 0.31 -0.44 6.93  0.454
101 H 1.93 0.62 5.33  0.094
102 H 1.45 1.73 6.62  0.381
103 H 2.76 3.54 4.15  0.395
104 H 3.85 3.42 2.77  0.464
105 H 4.01 1.76 5.32  0.190
106 H 5.12 3.03 4.82  0.418
107 H 6.01 0.72 4.29  0.409
108 H 5.82 1.71 2.86  0.287
109 H 3.86 -0.43 3.82  0.237
110 H 4.91 -0.53 2.40  0.431
111 H 2.56 0.10 1.81  -0.540
112 H 3.72 1.34 1.33  0.254


- Which value of multiplicity does entry 4 give?
  1